Entry 1:
{"formula": "C3H5N3", "method": "ωB97M-V/def2-TZVPD", "symbols": ["C", "N", "N", "C", "C", "N", "H", "H", "H", "H", "H"], "positions_angstrom": [[-1.900, -0.095, 0.021], [-0.344, -0.002, -0.134], [0.320, 1.123, -0.371], [1.590, 0.802, -0.166], [1.625, -0.565, 0.127], [0.418, -1.047, 0.081], [-1.959, 0.147, 0.970], [-2.516, 0.563, -0.662], [-2.050, -1.157, -0.052], [2.387, 1.503, 0.043], [2.430, -1.272, 0.143]], "forces_ev_per_a": [[2.884, -0.479, -4.508], [-1.854, 0.640, -1.520], [-0.675, 0.451, 1.042], [0.207, -0.389, 0.728], [1.239, -0.216, -0.783], [-1.573, -0.642, 0.535], [-1.156, 1.492, 4.668], [1.200, -0.896, 0.661], [-0.491, -0.283, -0.438], [-0.216, 0.200, -0.835], [0.437, 0.121, 0.450]], "lumo_ev": 1.1, "e_homo_ev": -9.7, "smiles": "Cn1nccn1", "orbital_gap_ev": 10.8, "spin_multiplicity": 1}



Entry 2:
{"formula": "C4H11NO", "method": "ωB97M-V/def2-TZVPD", "symbols": ["C", "N", "C", "C", "C", "O", "H", "H", "H", "H", "H", "H", "H", "H", "H", "H", "H"], "positions_angstrom": [[0.735, 2.444, 0.335], [1.020, 1.000, 0.410], [-0.245, 0.260, 0.346], [-0.018, -1.224, 0.012], [-1.242, -1.795, -0.663], [1.075, -1.295, -0.959], [1.617, 3.011, 0.600], [0.498, 2.634, -0.717], [-0.220, 2.675, 0.825], [1.452, 0.790, 1.303], [-0.825, 0.728, -0.450], [-0.778, 0.404, 1.294], [0.322, -1.737, 0.914], [-1.072, -2.767, -1.124], [-1.614, -1.103, -1.422], [-2.130, -1.876, -0.026], [1.425, -2.150, -0.678]], "forces_ev_per_a": [[-0.571, -1.223, -1.075], [-0.272, 0.364, 0.411], [0.938, 0.141, -0.111], [0.323, 1.225, -0.949], [-1.146, -0.074, 0.252], [-0.624, -0.784, 1.228], [-0.165, 0.311, 0.365], [0.295, 0.221, -0.047], [0.452, 0.525, 0.675], [0.136, 0.059, -0.022], [-0.133, -0.116, -0.059], [-0.413, -0.318, -0.102], [-0.326, -0.222, 0.045], [0.126, 0.002, 0.054], [0.514, -0.061, -0.286], [0.305, -0.201, 0.417], [0.560, 0.149, -0.795]], "lumo_ev": 1.0, "e_homo_ev": -8.7, "smiles": "CNC[C@@H](C)O", "orbital_gap_ev": 9.7, "spin_multiplicity": 1}



Entry 3:
{"formula": "C4H4O5Tl", "method": "ωB97M-V/def2-TZVPD", "symbols": ["O", "C", "O", "O", "C", "H", "C", "H", "H", "H", "C", "O", "O", "Tl"], "positions_angstrom": [[2.066, 2.401, -0.196], [1.112, 1.884, -0.804], [0.909, 1.873, -2.050], [0.415, 0.904, -0.148], [0.659, -0.503, -0.444], [1.709, -0.640, -0.755], [0.488, -1.251, 0.870], [1.061, -0.775, 1.687], [-0.570, -1.317, 1.173], [0.815, -2.295, 0.732], [-2.654, 0.202, 0.667], [-2.733, -0.361, -0.348], [-2.591, 0.798, 1.655], [-0.687, -0.921, -2.039]], "forces_ev_per_a": [[-2.187, -0.273, 0.170], [4.547, 0.362, -3.064], [-1.167, 0.030, 0.699], [-1.660, -3.493, 1.505], [2.731, 3.311, 3.954], [-0.414, 0.230, -0.600], [-0.774, -0.681, -0.131], [-0.208, -0.170, -0.561], [0.352, 0.133, 0.088], [0.043, 0.329, 0.124], [0.010, 0.999, 0.761], [-0.061, -0.316, -0.133], [-0.050, -0.496, -0.416], [-1.163, 0.034, -2.398]], "lumo_ev": [-0.8, -2.8], "e_homo_ev": [-8.7, -8.5], "orbital_gap_ev": [7.9, 5.7], "s2": 0.76, "spin_multiplicity": 2}



Calculated molecular weight in order - 83.094 89.138 336.454 g/mol